Record 1
96
Properties=species:S:1:pos:R:3:mulliken_charge:R:1 method="wB97M-V/def2-TZVPD" charge=+1
Br -3.2583 -0.3202 0.2092 -0.174
F 3.1004 4.3686 2.6249 -0.314
O -1.8928 0.9099 -5.2476 -0.419
O 1.3789 -1.8153 -3.1717 -0.598
O -0.2077 -2.9194 4.2896 -0.316
O 3.0717 0.2574 -2.6810 -0.665
O -2.0190 -3.3587 6.2744 -0.636
O 2.0687 -0.9331 -7.7426 -0.600
O 3.8308 1.0820 -7.2492 -0.563
O 0.9314 -6.0614 8.7468 -0.554
O 2.7716 -5.5505 6.8067 -0.587
O -3.9592 1.1153 -9.4682 -0.560
O -0.6761 3.3268 -5.5507 -0.595
O -2.6728 3.4901 -9.8069 -0.583
O 1.5299 -0.9931 0.0858 -0.065
N 1.1993 1.4459 -0.2485 0.416
C -2.1002 1.4956 -6.3005 0.824
C 1.6594 2.2223 0.7365 -1.100
C -1.4600 2.8190 -6.5444 0.311
C 2.2700 -1.6586 1.1444 -0.203
C -3.1559 1.6103 -8.4901 0.435
C 2.8699 -0.0095 -3.8563 1.012
C 0.1883 -0.6288 0.4830 -0.573
C -1.7181 2.4359 4.1792 -0.152
C 1.7501 4.5961 3.0729 -0.505
C 0.6132 -5.2763 7.6829 0.296
C 2.3391 -3.2416 0.8414 -0.522
C -0.5992 -4.7291 7.5636 -0.981
C -3.1361 1.0639 5.9977 -0.559
C 0.8156 1.6176 3.3061 0.218
C 1.9450 -1.1253 -4.2048 0.344
C -0.9280 -3.8873 6.4095 0.986
C -1.9130 0.0934 6.0645 -0.350
C 1.0391 -4.0459 1.3553 -0.494
C -0.5056 1.4761 4.2134 0.672
C -0.6204 0.2619 5.2119 -0.441
C -3.0159 2.2661 5.0326 -0.548
C -1.0056 0.8770 -1.4342 -1.069
C 3.2452 0.4114 -6.2231 0.342
C 0.6266 4.0678 2.0660 -0.809
C 1.6710 -5.0512 6.6572 0.765
C -2.9671 0.9471 -7.3462 -1.040
C -2.4936 2.9218 -8.7458 0.897
C 2.2987 -0.6867 -6.5729 0.957
C 0.1213 -3.6847 5.3699 -0.014
C 1.3337 -4.2281 5.4901 -0.615
C 3.5074 0.7249 -4.9512 -1.156
C -1.6446 3.4811 -7.6875 -0.813
C -0.1986 0.8749 -0.0463 1.284
C 1.6794 -1.4371 -5.4747 -0.676
C -0.7031 1.9387 1.0763 -1.107
C 0.5843 2.4367 1.9461 1.192
C -2.5990 0.8097 -1.2881 0.085
C -3.1602 0.1193 -2.6632 -0.870
H -1.5177 1.4256 1.6848 0.402
H 3.2523 -3.6391 1.4304 0.390
H -1.9703 -0.8107 6.7533 0.271
H -3.4396 -0.0060 -7.1488 0.455
H -4.0971 0.9124 6.6103 0.343
H -0.3911 4.5219 2.3103 0.416
H 1.0083 -2.2429 -5.7414 0.464
H -1.3750 -4.8825 8.3016 0.455
H 2.5862 -3.4639 -0.2649 0.218
H 3.4792 0.6703 -8.0637 0.355
H 1.3714 -4.9696 1.9510 0.302
H 1.7270 -1.4001 -2.3561 0.179
H 1.8651 1.2904 -1.0256 0.022
H -0.5229 -1.3499 -0.0749 0.280
H 1.0954 0.5416 2.9871 -0.699
H 1.6264 5.7334 3.2014 0.349
H 1.8595 -6.3322 8.6023 0.353
H 0.2577 -0.4723 5.2859 0.327
H -1.7097 3.3274 3.4603 0.059
H -3.5378 -0.9360 -2.3777 0.338
H -0.0364 -0.7386 1.5965 0.107
H -1.0590 2.8896 0.5195 0.208
H 1.6252 4.1572 4.1349 0.297
H -4.0628 0.6647 -3.0964 0.262
H 0.4831 -3.3622 2.0934 -0.147
H 1.9206 -1.4167 2.2037 -0.050
H -1.1839 4.4413 -7.8777 0.442
H 0.9373 4.4352 1.0110 0.467
H -0.7030 2.6624 -4.8357 0.253
H -3.1177 1.8204 -1.2060 0.513
H 1.6564 2.0222 3.9666 0.628
H -0.5710 0.0858 -2.1402 0.173
H 4.1898 1.5204 -4.6832 0.461
H -3.8691 3.0207 4.9048 0.340
H -2.3034 -0.0378 -3.3952 0.191
H -1.1350 -2.6439 4.4381 0.297
H 3.3594 -1.2804 1.0701 0.270
H 2.1046 -4.0869 4.7439 0.539
H -0.7718 1.8970 -1.9347 0.195
H 2.7101 2.7011 0.7180 0.448
H 0.3592 -4.3679 0.4898 0.265
H -3.9295 1.7756 -10.1887 0.353

Record 2
106
Properties=species:S:1:pos:R:3:nbo_charge:R:1 method="wB97M-V/def2-TZVPD" charge=-2
Ti -0.2571 1.3003 0.9588 1.608
Cl 0.1094 2.6984 -2.3498 0.030
Cl -3.6467 6.1605 1.1647 0.012
Cl -2.6385 7.2286 -1.5654 0.009
Cl -0.8142 5.4548 -3.3332 0.005
Cl -2.8647 3.3546 2.1195 0.081
S 1.5330 -0.2962 2.0342 -0.251
S 1.7798 2.7803 0.5034 -0.206
P 0.5567 -0.6556 -1.6716 2.420
F -1.9569 2.1088 4.8632 -0.312
F 1.9855 2.8831 5.7012 -0.340
F -0.5537 2.7946 6.3426 -0.335
F -1.2156 4.6380 4.4481 -0.327
F -0.3186 0.8502 5.4548 -0.319
F 2.0804 1.2139 4.3819 -0.298
F 2.5108 3.1844 3.6290 -0.307
F 0.1734 4.7460 2.8009 -0.293
F 0.8571 4.9327 4.8374 -0.336
O -0.1146 2.1705 2.8698 -0.830
N 0.9927 -2.1884 -1.1683 -0.822
N 1.9386 -0.2157 -2.5011 -0.824
N -2.1976 -2.1819 3.4433 -0.442
N 5.4220 2.6199 0.2727 -0.395
N 0.0223 0.1963 -0.4897 -1.487
N -0.5823 -0.8344 -2.8931 -0.820
N 5.1352 -0.8755 2.0066 -0.400
C -3.0421 -1.9326 -4.1166 -0.399
C -2.1187 5.6793 -0.9940 -0.093
C -1.2873 4.8825 -1.7646 -0.122
C 1.9846 0.3705 -3.8301 -0.208
C 2.2666 -3.6496 0.6717 -0.412
C -4.2322 -0.4419 2.2682 -0.171
C -4.6749 0.7360 0.2488 -0.237
C -0.8474 3.6525 -1.2603 0.030
C 3.0918 1.7415 0.9821 -0.306
C 4.3888 -0.4846 -2.4426 -0.403
C -1.9770 -0.7480 3.2139 -0.241
C 2.9950 0.5191 1.5812 -0.314
C 2.9565 -3.5913 -0.6929 -0.401
C -1.6449 -1.9944 -4.7520 -0.408
C -0.5740 -2.0674 -3.6737 -0.203
C -2.1030 3.9459 0.6818 -0.061
C 0.2107 2.6981 4.0394 0.062
C 4.3960 2.2159 0.6088 0.299
C -5.1452 0.0031 1.3312 -0.268
C 4.1995 -0.2287 1.8179 0.311
C -1.2574 -2.6409 4.4486 -0.409
C -3.0033 -1.1458 -2.7945 -0.412
C 0.7997 -4.0139 0.4796 -0.415
C -0.6631 2.1121 5.1866 0.965
C -2.8677 -0.1609 2.1458 -0.098
C 3.1472 0.0196 -1.7149 -0.238
C -1.1654 3.1568 0.0016 -0.393
C -2.5502 5.1939 0.2332 -0.095
C -2.0582 -2.9707 2.2361 -0.419
C 1.9909 -3.0557 -1.7649 -0.218
C 1.7194 2.4848 4.4381 0.958
C -3.3264 1.0417 0.1594 -0.230
C 0.0020 4.2734 4.0284 0.962
C 0.0835 -2.8763 -0.2606 -0.221
C 3.1823 -0.1728 -4.6043 -0.391
C -2.3670 0.6335 1.1034 -0.378
C -1.8620 -0.1437 -2.8038 -0.227
C 4.4724 0.1147 -3.8415 -0.404
H -3.4129 -2.9454 -3.9384 0.193
H -1.8495 0.4375 -1.8837 0.272
H -0.7961 -3.2641 -0.8011 0.163
H 3.0647 -1.2560 -4.7290 0.184
H -3.9476 -0.6310 -2.6093 0.218
H 2.7771 -4.3554 1.3296 0.197
H 5.3431 -0.2643 -4.3837 0.193
H -6.2021 -0.2153 1.4398 0.188
H -2.8472 -1.8211 -1.9487 0.207
H -2.2055 -4.0251 2.4805 0.179
H 3.2074 0.2733 -5.6024 0.196
H -0.2568 -2.1318 0.4592 0.245
H -1.9789 0.5587 -3.6401 0.171
H 4.5940 1.1995 -3.7526 0.201
H 3.2417 1.0924 -1.5080 0.215
H 1.4907 -3.8991 -2.2654 0.159
H 4.3504 -1.5761 -2.5201 0.184
H 0.3021 -4.1731 1.4379 0.216
H 3.2846 -4.5932 -0.9914 0.181
H 2.5307 -2.5037 -2.5298 0.226
H -1.4313 -3.6974 4.6645 0.178
H -3.7380 -1.4614 -4.8158 0.194
H 0.4118 -2.2151 -4.1237 0.197
H 0.7239 -4.9514 -0.0848 0.177
H 3.0367 -0.4816 -0.7529 0.239
H -0.2097 -2.5143 4.1308 0.180
H -0.7629 -2.9468 -3.0413 0.173
H -2.8049 -2.6746 1.4993 0.212
H -3.0219 1.6685 -0.6725 0.198
H -1.3951 -2.0714 5.3687 0.197
H -1.4670 -1.0983 -5.3509 0.199
H -1.5555 -2.8515 -5.4234 0.201
H 1.0477 0.1656 -4.3454 0.217
H 5.2686 -0.2271 -1.8501 0.228
H -0.9142 -0.5388 2.9967 0.199
H -2.2015 -0.2630 4.1667 0.208
H -1.0646 -2.8569 1.7797 0.173
H -4.5619 -1.0403 3.1109 0.197
H 3.8484 -2.9636 -0.6302 0.212
H -5.3622 1.1032 -0.5068 0.190
H 2.0955 1.4595 -3.7712 0.183
H 2.3123 -2.6740 1.1544 0.250

Record 3
88
Properties=species:S:1:pos:R:3:mulliken_charge:R:1 method="wB97M-V/def2-TZVPD" charge=-2
Pd 0.6143 0.0564 -1.3422 -0.845
S -0.0872 -0.9927 -3.4516 -0.553
S -0.6338 -1.7102 5.3784 -0.160
S 2.9475 -0.3111 -2.1365 -0.235
P -2.3102 -1.1332 -0.2895 -0.188
P -0.6494 1.0522 0.0805 1.384
N 3.5142 3.5056 -0.8844 -0.274
N -1.7383 -0.0908 0.9626 0.223
C 4.2012 4.5096 -1.4244 -0.590
C -5.9488 -1.7891 1.4716 -0.453
C -2.7985 3.0602 -2.7804 -0.718
C -0.9509 -4.7485 -1.5440 -0.662
C -4.6275 -3.6874 2.1017 -0.599
C 1.4404 -1.5621 -4.0921 0.598
C -1.2932 -0.7040 2.2183 -0.692
C 5.5607 4.4693 -1.6862 -0.392
C -1.7058 -3.6298 -1.2285 -0.686
C 2.6478 -1.3067 -3.5528 0.259
C 7.7631 3.2452 -1.5690 -1.421
C -3.9470 3.4915 -2.1359 -0.356
C -3.5542 -3.1817 1.3752 -0.204
C 0.8895 -3.8327 -0.3149 -0.866
C 0.3521 -4.8538 -1.0866 -0.497
C -1.9973 2.0529 -0.7313 0.243
C -5.8262 -2.9925 2.1582 -0.469
C 1.3445 3.8433 2.2627 -0.195
C -3.6563 -1.9725 0.6892 -0.071
C 0.5088 4.1870 3.3156 -0.519
C 6.2804 3.3333 -1.3320 1.179
C 4.1988 2.4056 -0.5773 -0.299
C 3.9164 -1.8855 -4.1402 -1.427
C -0.7356 3.5813 3.4284 -0.938
C -4.8790 -1.2955 0.7426 -0.385
C -3.1691 2.4734 -0.0982 0.072
C 0.5640 -2.4951 4.2749 -0.681
C 0.1235 -2.7230 0.0131 0.053
C -2.1531 -1.7417 4.3816 -0.974
C -1.1390 2.6367 2.4944 0.060
C 5.5752 2.2972 -0.7481 -0.720
C -0.2987 2.2580 1.4504 0.848
C 1.3044 -2.4326 -5.3343 -1.680
C -4.1365 3.1864 -0.7907 -0.937
C -2.3234 -0.6318 3.3515 -0.601
C -1.1919 -2.6066 -0.4347 0.912
C 0.9478 2.8782 1.3471 -0.866
C -1.8360 2.3350 -2.0846 -0.491
H 0.8206 4.9282 4.0434 0.348
H -4.9731 -0.3555 0.2068 0.359
H 3.6336 1.5819 -0.1528 0.453
H -4.7044 4.0459 -2.6799 0.339
H -2.9571 -1.6955 5.1193 0.463
H -1.0804 -1.7629 2.0523 0.202
H 3.7512 -2.4416 -5.0652 0.360
H 1.8207 -2.0052 -6.2030 0.340
H 8.1246 2.2305 -1.4055 0.347
H 6.0519 5.3163 -2.1526 0.364
H 6.0732 1.3794 -0.4613 0.255
H -4.5217 -4.6284 2.6307 0.377
H -2.6555 3.2613 -3.8354 0.403
H -2.7040 -3.5265 -1.6430 0.417
H 0.2506 -2.5350 -5.5899 0.322
H -5.0448 3.4969 -0.2849 0.374
H -6.8830 -1.2395 1.5032 0.390
H -2.6213 -3.7317 1.3440 0.460
H 8.0127 3.5354 -2.5910 0.343
H -3.3217 -0.7342 2.9160 0.200
H -6.6611 -3.3854 2.7270 0.349
H 0.1367 -3.3919 3.8263 0.198
H -1.3978 3.8511 4.2444 0.383
H -1.3667 -5.5157 -2.1869 0.333
H 1.7092 -3.4392 -5.1777 0.322
H 0.9645 -5.7009 -1.3740 0.330
H -2.1225 2.1980 2.5754 0.108
H 8.3068 3.9119 -0.8950 0.273
H 3.6286 5.4018 -1.6607 0.347
H 2.3119 4.3210 2.1535 0.462
H 4.6373 -1.0864 -4.3453 0.239
H 1.4157 -2.7825 4.8902 0.412
H -0.9647 1.9247 -2.5795 0.329
H -2.2182 -2.7211 3.8988 0.148
H -2.2830 0.3332 3.8533 0.351
H 1.9296 -3.8633 -0.0138 0.392
H 4.3977 -2.5553 -3.4184 0.219
H -0.3518 -0.2461 2.5422 0.657
H 0.9046 -1.8271 3.4884 0.168
H -3.3400 2.2124 0.9386 0.336
H 0.5966 -1.9024 0.5336 0.269
H 1.5869 2.5958 0.5203 0.074

no.,DFT total energy (eV),HOMO-LUMO gap (eV),E_LUMO (eV)
1,-140939.886,7.4,-3.85
2,-193716.491,5.6,3.92
3,-97632.750,3.7,3.98